This record from OMol25 describes a gas-phase ion, C3H5N2S2 (charge +1) in a non-equilibrium geometry. The level of theory is wB97M-V/def2-TZVPD.

As for the energy above the lowest of the compared OMol25 structures with the same formula, charge and spin: 38.4 kcal/mol. For the HOMO energy, the calculation gives -13.58 eV. Its charge is +1. The value obtained for the HOMO-LUMO gap is 0.29464 hartree. Its SMILES is C1CN2SSC2=[NH+]1.

```
12
C3H5N2S2 (wB97M-V/def2-TZVPD)
N 0.16 1.29 0.09
C -0.99 0.63 0.06
H 0.31 2.28 -0.03
S -2.72 1.01 -0.05
C 0.54 -1.12 -0.03
N -0.86 -0.70 -0.02
H 1.90 0.26 0.80
S -2.65 -1.21 -0.01
H 0.64 -1.90 -0.84
H 0.74 -1.32 1.01
H 1.73 0.50 -0.95
C 1.20 0.28 -0.03
```

Mulliken population analysis, charges in e, atoms 1 to 8: number 1, N, carries -0.10; number 2, C, carries 0.39; number 3, H, carries 0.24; number 4, S, carries -0.05; number 5, C, carries -0.29; number 6, N, carries -0.02; number 7, H, carries 0.30; number 8, S, carries 0.12

This record from OMol25 describes 3 unconnected molecules or ions with the total composition H6O3 in a non-equilibrium geometry. The level of theory is wB97M-V/def2-TZVPD.

As for the energy above the lowest of the compared OMol25 structures with the same formula, charge and spin: 24.6 kcal/mol. For the HOMO energy, the calculation gives -11.68 eV. Its charge is 0. The value obtained for the HOMO-LUMO gap is 0.44386 hartree. Its SMILES is O.O.O.

```
9
H6O3 (wB97M-V/def2-TZVPD)
H 1.51 2.91 -2.42
H 0.81 -0.40 0.83
O -2.05 -3.93 2.27
H 1.29 4.23 -3.31
H -2.10 -3.06 2.02
H 1.07 0.96 0.31
H -2.98 -4.29 2.42
O 0.90 3.32 -3.04
O 1.54 0.27 0.92
```

Mulliken population analysis, charges in e, atoms 1 to 8: number 1, H, carries 0.32; number 2, H, carries 0.32; number 3, O, carries -0.63; number 4, H, carries 0.34; number 5, H, carries 0.30; number 6, H, carries 0.32; number 7, H, carries 0.33; number 8, O, carries -0.65

This record from OMol25 describes 14 unconnected molecules or ions with the total composition C28H84O14 in a non-equilibrium geometry. The level of theory is wB97M-V/def2-TZVPD.

As for the energy above the lowest of the compared OMol25 structures with the same formula, charge and spin: 122.8 kcal/mol. For the HOMO energy, the calculation gives -9.44 eV. Its charge is 0. The value obtained for the HOMO-LUMO gap is 0.36218 hartree.

```
126
C28H84O14 (wB97M-V/def2-TZVPD)
H 7.39 -14.90 -5.70
H 9.19 -7.78 -4.42
H 6.94 -8.03 -3.77
H 6.53 -6.81 -2.45
H 14.87 -13.91 -10.07
O 9.16 -5.43 -5.65
O 6.02 -14.40 -7.08
H 12.58 -10.39 -5.02
C 9.35 -13.20 -1.48
H 10.83 -14.80 -1.38
C 11.65 -5.37 -8.27
H 12.31 -10.92 -1.48
H 10.86 -9.53 -8.73
H 9.59 -6.15 -7.22
H 6.91 -13.31 -3.99
C 9.17 -14.77 -9.12
H 8.34 -5.43 -5.15
C 10.19 -7.35 -4.46
H 12.39 -18.61 -11.16
H 3.65 -4.70 -6.97
H 13.53 -12.70 -6.84
H 14.66 -11.73 -8.71
H 13.46 -8.76 -8.30
O 7.94 -15.40 -8.91
H 9.20 -12.32 -2.10
H 5.90 -5.12 -7.15
H 6.02 -10.66 -7.78
H 9.70 -4.56 -8.89
C 14.20 -8.61 -9.09
H 13.57 -11.83 -11.12
C 13.40 -10.52 -3.05
O 4.13 -7.59 -1.94
H 6.62 -8.53 -2.15
H 11.42 -10.08 -3.71
C 12.43 -9.90 -4.06
H 7.72 -15.83 -9.73
H 8.46 -13.80 -1.29
H 10.26 -5.90 -9.94
C 11.15 -14.38 -5.84
H 15.60 -9.61 -10.16
O 9.48 -8.97 -7.39
H 9.08 -11.63 -7.18
O 9.88 -12.76 -0.29
H 10.31 -17.17 -11.19
H 9.49 -8.07 -7.72
H 10.73 -7.83 -5.28
C 4.33 -11.81 -8.47
H 10.98 -16.01 -12.41
H 4.84 -13.04 -7.02
C 12.24 -17.89 -11.97
H 13.34 -14.32 -5.07
C 6.34 -7.79 -2.90
H 12.19 -6.29 -8.02
C 4.09 -2.58 -6.74
H 10.79 -14.46 -6.87
H 9.93 -13.62 -10.82
H 6.51 -12.45 -5.50
H 3.05 -2.42 -7.02
H 13.07 -9.10 -10.87
O 9.54 -6.44 -8.14
H 5.20 -10.08 -9.20
H 13.04 -14.72 -6.68
H 11.05 -5.56 -5.04
C 10.09 -5.88 -4.66
H 10.00 -15.48 -9.09
C 11.21 -16.69 -11.59
C 9.04 -14.19 -10.55
H 13.29 -11.60 -3.12
C 13.41 -8.21 -10.33
H 12.62 -8.83 -4.04
C 10.45 -14.09 -2.12
C 6.37 -14.51 -5.70
C 4.39 -3.97 -7.31
H 6.73 -14.68 -7.66
H 9.22 -10.19 -9.17
H 12.76 -13.44 -11.34
H 4.30 -3.97 -8.39
H 10.68 -7.57 -3.51
H 9.92 -14.73 -2.82
H 12.20 -12.48 -10.12
C 14.01 -13.40 -9.65
C 12.66 -14.08 -5.89
H 11.48 -4.78 -7.37
C 9.92 -9.94 -8.37
H 12.07 -18.47 -12.87
H 4.31 -9.95 -7.67
H 9.25 -14.03 -8.32
H 13.45 -14.26 -9.27
H 12.04 -4.77 -9.10
O 15.02 -9.77 -9.41
O 14.27 -12.59 -8.55
C 10.02 -11.27 -7.60
H 4.51 -8.73 -3.60
H 8.34 -13.36 -10.46
C 13.14 -12.70 -10.63
H 5.30 -12.83 -4.51
H 9.85 -13.50 0.31
H 14.79 -7.81 -8.64
H 11.63 -16.15 -10.74
H 14.41 -10.22 -3.33
O 13.02 -10.32 -1.70
H 10.35 -11.98 -8.36
H 5.78 -15.32 -5.29
H 12.67 -7.42 -10.18
H 9.99 -5.35 -3.71
O 12.83 -12.75 -6.18
H 4.16 -2.51 -5.66
H 13.03 -16.61 -13.02
H 10.77 -11.11 -6.83
H 4.85 -12.48 -9.15
H 10.99 -15.37 -5.41
H 3.33 -11.69 -8.89
H 11.29 -13.61 -2.62
O 4.08 -12.48 -7.22
C 10.20 -5.53 -8.92
H 4.80 -1.85 -7.13
C 6.24 -13.28 -4.85
H 8.72 -14.93 -11.29
O 5.74 -4.21 -6.89
H 14.16 -7.65 -10.89
C 4.82 -7.79 -3.16
O 13.36 -17.22 -12.36
H 4.53 -6.99 -3.84
C 5.04 -10.54 -8.23
H 10.67 -13.62 -5.24
H 3.20 -7.69 -2.15
```

Mulliken population analysis, charges in e, atoms 1 to 8: number 1, H, carries 0.34; number 2, H, carries -0.20; number 3, H, carries 0.09; number 4, H, carries 0.31; number 5, H, carries 0.29; number 6, O, carries -0.50; number 7, O, carries -0.58; number 8, H, carries 0.03

This record from OMol25 describes a molecular structure, C8H20BrCl10N3O7Sn in a non-equilibrium geometry. The level of theory is wB97M-V/def2-TZVPD.

For the HOMO energy, the calculation gives -9.26 eV. Its charge is 0. The value obtained for the HOMO-LUMO gap is 0.24039 hartree.

```
50
C8H20BrCl10N3O7Sn (wB97M-V/def2-TZVPD)
Cl 2.46 4.65 2.10
H 0.19 -4.88 -0.46
H 1.22 3.01 1.17
Cl -6.04 3.21 1.32
H -5.51 1.82 -0.51
Br 0.16 -0.45 0.50
C -1.35 1.49 3.43
H -2.36 1.41 3.83
O 2.44 2.18 -1.50
C -1.20 1.40 -2.21
Cl -2.12 0.74 -3.61
H -0.15 1.11 -2.21
O -0.59 0.56 5.46
H -3.98 -1.68 -0.39
H 4.81 0.82 -0.32
H 4.04 0.37 -1.90
C -3.14 -2.06 -0.97
C 1.18 4.09 1.04
O 3.95 3.30 -0.61
O 0.83 0.70 3.85
N 2.18 -4.62 -0.01
H -5.87 0.85 0.95
Cl -3.42 -2.16 -2.72
Sn 2.81 -1.52 2.90
N 3.58 2.29 -1.10
Cl -0.44 4.79 1.50
H 0.24 -2.39 4.83
H 1.35 4.41 0.01
C 0.94 -1.57 -4.07
H 1.30 -5.18 -1.83
H -1.31 1.19 2.38
H 0.87 -1.02 -5.01
H -2.35 -1.32 -0.78
Cl -0.32 -2.91 -3.92
O 2.92 -5.51 -0.20
O 1.15 -2.23 5.16
H -1.57 0.94 -1.29
H 5.39 1.56 -1.86
C 1.10 -4.55 -0.97
H 1.15 -3.53 -1.35
Cl 2.58 -2.15 -3.72
O 2.44 -3.84 0.89
H -1.12 2.56 3.41
Cl -2.70 -3.71 -0.51
C -5.44 1.78 0.57
Cl -1.49 3.22 -2.06
N -0.33 0.84 4.31
H 0.69 -0.90 -3.25
C 4.55 1.14 -1.32
Cl -3.75 1.71 1.06
```

Mulliken population analysis, charges in e, atoms 1 to 8: number 1, Cl, carries -0.17; number 2, H, carries 0.25; number 3, H, carries -0.02; number 4, Cl, carries -0.15; number 5, H, carries 0.29; number 6, Br, carries -0.49; number 7, C, carries -0.39; number 8, H, carries 0.38

This record from OMol25 describes 2 unconnected molecules or ions with the total composition C4H9NO3. The level of theory is wB97M-V/def2-TZVPD.

As for the energy above the lowest of the compared OMol25 structures with the same formula, charge and spin: 37.6 kcal/mol. For the HOMO energy, the calculation gives -8.45 eV. Its charge is 0. The value obtained for the HOMO-LUMO gap is 0.34182 hartree. Its SMILES is C=C(N)CO.O=CO.

```
17
C4H9NO3 (wB97M-V/def2-TZVPD)
N -0.91 0.50 -1.37
O 0.45 0.58 1.96
H -0.46 2.14 1.10
H 3.00 -0.75 -0.05
C -0.99 0.37 0.01
O 1.94 -0.26 -1.71
H -0.55 1.36 -1.73
H -1.68 0.12 -1.89
O 1.23 -1.64 -0.09
H -2.50 -1.10 0.06
C 2.10 -0.83 -0.67
H -1.78 -0.62 1.68
C -1.80 -0.51 0.61
H 0.86 1.44 0.13
C 0.01 1.20 0.78
H 0.40 -1.68 -0.60
H 0.70 -0.33 1.77
```

Mulliken population analysis, charges in e, atoms 1 to 8: number 1, N, carries -0.32; number 2, O, carries -0.54; number 3, H, carries 0.36; number 4, H, carries 0.38; number 5, C, carries 0.40; number 6, O, carries -0.46; number 7, H, carries 0.20; number 8, H, carries 0.21

This record from OMol25 describes a molecular structure, C48H49As2CuF3N2O2SbSi in a non-equilibrium geometry. The level of theory is wB97M-V/def2-TZVPD.

The expectation value of S² is 0.7564. As for the energy above the lowest of the compared OMol25 structures with the same formula, charge and spin: 36.2 kcal/mol. For the HOMO energy (spin up / spin down), the calculation gives -8.94 / -10.74 eV. As for the spin multiplicity: 2. Its charge is +1. The value obtained for the HOMO-LUMO gap (spin up / spin down) is 0.25701 / 0.27474 hartree.

```
109
C48H49As2CuF3N2O2SbSi (wB97M-V/def2-TZVPD)
O 0.49 0.53 1.79
H 1.41 -1.51 -0.87
C -1.79 -3.99 2.20
H -5.76 -6.14 -1.12
H 3.74 -4.36 0.02
H -0.17 5.90 -4.94
As -2.31 2.02 -1.12
C -7.00 -3.00 -0.86
C -4.64 -3.03 -0.29
H 6.00 -0.44 3.77
H -2.72 0.41 -3.05
H -0.63 -3.78 -0.97
C 4.68 -2.64 -2.74
C -5.76 -5.08 -0.93
C 5.52 3.52 -2.63
H -2.12 0.58 1.78
H 5.40 -0.78 1.41
C 3.50 3.00 -3.82
C 3.68 -2.23 -0.18
C -2.87 0.10 2.39
C 4.76 1.30 4.00
H 2.83 4.43 0.15
C 3.16 2.09 -2.83
H 0.53 -2.57 1.06
H -3.46 3.83 0.27
N 0.65 -1.06 -0.37
H 4.63 -0.51 -2.95
C 3.53 1.97 2.06
H 2.22 1.54 -2.91
C -4.21 0.08 4.35
C -0.33 3.88 -2.22
C -0.72 -4.10 0.06
H -7.94 -2.48 -0.99
C 4.43 -3.73 -1.91
H 2.84 3.15 -4.66
C 5.30 0.24 3.29
H -0.57 5.17 0.50
H -3.99 1.64 -3.01
C 4.96 0.05 1.96
H -3.46 3.60 -3.49
C -4.84 -1.08 3.96
F 0.86 -6.42 2.32
C 3.99 1.87 -1.73
H -0.40 -3.06 2.99
C -3.37 0.99 -2.40
H 1.82 5.60 -0.71
Sb -2.87 -1.92 0.10
C -4.61 -4.40 -0.53
H -3.70 -4.96 -0.40
H 4.63 -4.73 -2.25
O 0.47 -1.18 3.19
H -5.90 -1.27 -0.27
H 2.81 2.64 1.60
C -0.59 5.22 -4.21
H 3.31 -2.07 0.82
C 3.88 2.17 3.38
C 4.43 -1.35 -2.29
C -1.91 4.81 -4.31
C -3.48 -1.09 1.96
N 0.57 -1.57 0.93
H -1.01 -5.34 3.71
H 4.95 4.43 -4.49
C -2.42 3.91 -3.39
H 1.23 5.09 -3.08
C 0.02 -5.49 1.84
H -2.55 -3.57 2.86
C 0.51 -0.68 1.96
C 3.93 -1.12 -1.01
C 0.49 -2.59 3.40
C -3.23 0.69 3.59
H -4.49 3.34 -1.09
H 3.45 2.99 3.94
H -4.35 2.30 0.34
H 6.44 4.09 -2.55
C 3.93 -3.52 -0.63
F -4.57 0.65 5.51
C 4.68 3.72 -3.72
H 0.90 -5.54 -0.10
H -1.14 3.56 1.01
C -0.26 4.16 0.77
C -5.85 -2.34 -0.47
Si 3.53 0.60 -0.44
As 0.74 3.34 -0.69
H 0.38 4.19 1.65
C 4.06 0.91 1.31
C -4.47 -1.66 2.76
C -1.69 -3.53 0.89
C 0.14 -5.09 0.53
H 2.84 4.45 -1.61
H 1.39 -3.04 2.97
H -0.23 -1.21 -0.86
H 5.03 1.44 5.04
H 5.85 2.46 -0.80
H -4.03 0.31 -1.86
C -3.81 2.99 -0.32
H -2.76 1.60 3.94
H 0.51 -2.73 4.48
H -4.97 -2.57 2.44
F -8.03 -5.00 -1.50
C 0.20 4.76 -3.16
H -5.61 -1.51 4.59
C -0.94 -4.97 2.69
C 5.18 2.60 -1.65
H -2.54 5.18 -5.10
C -1.64 3.41 -2.34
C -6.93 -4.36 -1.10
Cu 0.93 1.09 -0.18
H 5.08 -2.80 -3.73
C 2.22 4.59 -0.73
```

Mulliken population analysis, charges in e, atoms 1 to 8: number 1, O, carries -0.34; number 2, H, carries 0.18; number 3, C, carries -0.43; number 4, H, carries 0.45; number 5, H, carries 0.53; number 6, H, carries 0.43; number 7, As, carries 1.05; number 8, C, carries -0.66